Below is a cluster of 6 separate species, C36H39Cl2F41IN4O5 in total in a non-equilibrium geometry, with properties calculated with ωB97M-V/def2-TZVPD.

total charge	+1
multiplicity	1
maximum force	0.1091	hartree/bohr
HOMO energy	-12.4	eV
orbital gap	8.448	eV

Each atom is followed by the atoms it is bonded to, with distances in Å.
CARTESIAN COORDINATES (ANGSTROEM)
1 C -8.96100 3.32811 -11.67925  C2 1.623, H20 1.148, H21 1.146, H22 1.142
2 C -7.98728 3.64562 -10.42028  C1 1.623, C3 1.597, H23 1.149, H24 1.151
3 C -8.53115 3.09191 -9.02475  C2 1.597, I4 2.211, N5 1.489, H25 1.139
4 I -10.65729 3.65676 -8.80485  C3 2.211
5 N -8.49168 1.61022 -8.88742  C3 1.489, C6 1.342, H26 1.033
6 C -7.43660 1.00783 -8.31741  N5 1.342, N7 1.433, N19 1.437
7 N -6.20882 1.52433 -7.78780  C6 1.433, C8 1.459
8 C -5.56223 0.29574 -7.33907  N7 1.459, C9 1.581, N14 1.443
9 C -4.13551 0.19435 -6.66499  C8 1.581, Cl10 1.857, C11 1.627, H27 1.147
10 Cl -2.91243 1.26115 -7.56666  C9 1.857
11 C -4.10812 0.62468 -5.09584  C9 1.627, C12 1.594, Cl13 1.863, H28 1.145
12 C -5.22619 1.68167 -4.67778  C11 1.594, H29 1.147, H30 1.149, H31 1.145
13 Cl -2.47062 1.45367 -4.77816  C11 1.863
14 N -6.40460 -0.84744 -7.59734  C8 1.443, C15 1.487, N19 1.366
15 C -6.18604 -2.28523 -7.28821  N14 1.487, C16 1.592, H32 1.134, H33 1.153
16 C -7.51021 -3.10440 -6.95742  C15 1.592, C17 1.606, F18 1.447, H34 1.150
17 C -8.51427 -2.38161 -5.93327  C16 1.606, H35 1.136, H36 1.137, H37 1.152
18 F -8.16347 -3.56316 -8.16395  C16 1.447
19 N -7.54216 -0.42225 -8.22295  C6 1.437, N14 1.366, H38 1.028
20 H -9.70417 4.20014 -11.75792  C1 1.148
21 H -8.29265 3.26519 -12.60786  C1 1.146
22 H -9.51150 2.34826 -11.47772  C1 1.142
23 H -6.91194 3.29800 -10.62924  C2 1.149
24 H -7.96194 4.79234 -10.32375  C2 1.151
25 H -8.00089 3.62524 -8.16912  C3 1.139
26 H -9.27259 1.01231 -9.20404  N5 1.033
27 H -3.68846 -0.86007 -6.72241  C9 1.147
28 H -4.14007 -0.27270 -4.38485  C11 1.145
29 H -5.34020 2.54377 -5.42618  C12 1.147
30 H -4.92331 2.16901 -3.68179  C12 1.149
31 H -6.23221 1.15916 -4.51796  C12 1.145
32 H -5.40424 -2.37600 -6.47156  C15 1.134
33 H -5.72807 -2.77326 -8.22736  C15 1.153
34 H -7.16497 -4.06491 -6.42720  C16 1.150
35 H -8.57420 -2.89228 -4.92081  C17 1.136
36 H -8.22097 -1.28913 -5.82246  C17 1.137
37 H -9.54204 -2.38083 -6.45287  C17 1.152
38 H -8.33436 -1.00057 -8.53040  N19 1.028
39 C -0.31852 0.93498 -1.55377  C40 1.544, O46 1.434, H53 1.094, H54 1.093
40 C 0.38474 2.03718 -0.73302  C39 1.544, C41 1.529, F44 1.354, F45 1.371
41 C 1.82640 1.74183 -0.31642  C40 1.529, F42 1.344, F43 1.359, H55 1.092
42 F 1.92105 0.66516 0.48278  C41 1.344
43 F 2.33225 2.78633 0.39038  C41 1.359
44 F -0.38095 2.34434 0.34008  C40 1.354
45 F 0.40181 3.16261 -1.51609  C40 1.371
46 O -1.18865 0.05017 -0.83506  C39 1.434, C47 1.412
47 C -0.60654 -1.07134 -0.20567  O46 1.412, C48 1.532, F51 1.345, F52 1.353
48 C -0.76343 -1.03635 1.31769  C47 1.532, F49 1.349, F50 1.355, H56 1.093
49 F -0.18583 0.05779 1.85437  C48 1.349
50 F -0.16687 -2.11193 1.88607  C48 1.355
51 F 0.67294 -1.19946 -0.59926  C47 1.345
52 F -1.25605 -2.15102 -0.69820  C47 1.353
53 H -0.98751 1.45557 -2.24612  C39 1.094
54 H 0.37369 0.38966 -2.20086  C39 1.093
55 H 2.46743 1.58813 -1.18692  C41 1.092
56 H -1.81862 -1.03447 1.60204  C48 1.093
57 C 2.60389 5.59485 -4.94931  C58 1.544, O64 1.433, H71 1.094, H72 1.093
58 C 2.97840 4.12201 -4.67617  C57 1.544, C59 1.529, F62 1.353, F63 1.368
59 C 2.96015 3.68460 -3.21117  C58 1.529, F60 1.344, F61 1.362, H73 1.091
60 F 3.84502 4.36154 -2.45992  C59 1.344
61 F 3.30061 2.36968 -3.10705  C59 1.362
62 F 4.17680 3.86081 -5.24818  C58 1.353
63 F 2.06676 3.35225 -5.34515  C58 1.368
64 O 3.68231 6.51942 -5.13864  C57 1.433, C65 1.412
65 C 4.25906 7.09703 -3.98650  O64 1.412, C66 1.532, F69 1.346, F70 1.351
66 C 5.73161 6.71311 -3.81184  C65 1.532, F67 1.350, F68 1.354, H74 1.093
67 F 5.88943 5.37710 -3.70212  C66 1.350
68 F 6.23878 7.26128 -2.68230  C66 1.354
69 F 3.50811 6.80556 -2.90793  C65 1.346
70 F 4.16241 8.43440 -4.15499  C65 1.351
71 H 2.08600 5.59712 -5.91273  C57 1.094
72 H 1.86418 5.97467 -4.23947  C57 1.093
73 H 1.96778 3.80544 -2.77507  C59 1.091
74 H 6.32685 7.05566 -4.66189  C66 1.093
75 C 1.82211 -6.07664 6.24011  C76 1.545, O82 1.434, H89 1.094, H90 1.093
76 C 0.70395 -5.55449 7.16899  C75 1.545, C77 1.530, F80 1.354, F81 1.367
77 C -0.64686 -6.26261 7.05357  C76 1.530, F78 1.345, F79 1.358, H91 1.093
78 F -1.19292 -6.13896 5.83049  C77 1.345
79 F -1.53662 -5.71839 7.92303  C77 1.358
80 F 0.57279 -4.21821 6.99286  C76 1.354
81 F 1.14671 -5.72226 8.45137  C76 1.367
82 O 2.06187 -5.34540 5.03023  C75 1.434, C83 1.411
83 C 1.26835 -5.65931 3.90648  O82 1.411, C84 1.532, F87 1.346, F88 1.352
84 C 0.40048 -4.48099 3.45493  C83 1.532, F85 1.350, F86 1.356, H92 1.092
85 F -0.44105 -4.07755 4.43042  C84 1.350
86 F -0.36970 -4.82763 2.39443  C84 1.356
87 F 0.55495 -6.77443 4.15181  C83 1.346
88 F 2.13378 -5.98200 2.91915  C83 1.352
89 H 2.75403 -5.96406 6.80184  C75 1.094
90 H 1.74181 -7.15100 6.05553  C75 1.093
91 H -0.55745 -7.32570 7.29093  C77 1.093
92 H 1.01980 -3.62813 3.16916  C84 1.092
93 C 3.66075 -5.09730 10.17715  C94 1.545, O100 1.435, H107 1.092, H108 1.093
94 C 3.97872 -6.59239 10.40105  C93 1.545, C95 1.530, F98 1.354, F99 1.367
95 C 3.97968 -7.07027 11.85401  C94 1.530, F96 1.345, F97 1.358, H109 1.093
96 F 4.91214 -6.45304 12.60081  C95 1.345
97 F 4.26514 -8.39655 11.91051  C95 1.358
98 F 5.15063 -6.88870 9.79017  C94 1.354
99 F 3.01937 -7.30341 9.73630  C94 1.367
100 O 4.77931 -4.21993 9.98468  C93 1.435, C101 1.411
101 C 5.41383 -3.70490 11.13539  O100 1.411, C102 1.532, F105 1.346, F106 1.352
102 C 6.86984 -4.16452 11.25794  C101 1.532, F103 1.349, F104 1.355, H110 1.093
103 F 6.96513 -5.50886 11.32607  C102 1.349
104 F 7.43380 -3.67439 12.38794  C102 1.355
105 F 4.67877 -3.99066 12.22598  C101 1.346
106 F 5.37891 -2.35940 11.00682  C101 1.352
107 H 3.11992 -5.04352 9.23011  C93 1.092
108 H 2.95687 -4.70517 10.91585  C93 1.093
109 H 3.00256 -6.92017 12.32016  C95 1.093
110 H 7.45819 -3.82653 10.40128  C102 1.093
111 C 4.13739 3.97227 2.99744  C112 1.544, O118 1.434, H125 1.093, H126 1.093
112 C 4.53240 2.50224 3.25773  C111 1.544, C113 1.530, F116 1.354, F117 1.366
113 C 4.50546 2.05079 4.71888  C112 1.530, F114 1.345, F115 1.358, H127 1.093
114 F 5.37269 2.73336 5.48752  C113 1.345
115 F 4.86312 0.74402 4.81208  C113 1.358
116 F 5.74062 2.26428 2.69406  C112 1.354
117 F 3.63998 1.72741 2.57310  C112 1.366
118 O 5.20363 4.91676 2.82823  C111 1.434, C119 1.411
119 C 5.76112 5.49091 3.99055  O118 1.411, C120 1.532, F123 1.346, F124 1.352
120 C 7.23811 5.12855 4.17347  C119 1.532, F121 1.349, F122 1.355, H128 1.093
121 F 7.41678 3.79464 4.27066  C120 1.349
122 F 7.72778 5.67311 5.31328  C120 1.355
123 F 5.00638 5.17658 5.05977  C119 1.346
124 F 5.64483 6.82923 3.83512  C119 1.352
125 H 3.62866 3.97728 2.02975  C111 1.093
126 H 3.38534 4.33243 3.70440  C111 1.093
127 H 3.50447 2.15286 5.14575  C113 1.093
128 H 7.83460 5.48945 3.33192  C120 1.093